(1)
{
  "formula": "C41H54N2P4PdSi2",
  "method": "the ωB97M-V functional and the def2-TZVPD basis",
  "orbital_gap_ev": 6.52,
  "symbols": ["Pd", "C", "Si", "C", "C", "N", "P", "C", "P", "N", "Si", "C", "C", "C", "C", "C", "C", "C", "C", "C", "C", "C", "C", "C", "C", "C", "C", "C", "C", "C", "C", "C", "C", "C", "C", "C", "C", "C", "H", "H", "H", "H", "H", "H", "H", "H", "H", "H", "H", "H", "H", "H", "H", "H", "H", "H", "H", "H", "H", "H", "H", "H", "H", "H", "H", "H", "H", "H", "H", "H", "H", "H", "H", "H", "H", "H", "C", "P", "C", "C", "C", "C", "C", "C", "C", "P", "C", "C", "H", "H", "H", "H", "H", "H", "H", "H", "H", "H", "H", "H", "H", "H", "H", "H"],
  "positions_angstrom": [[0.150, -1.125, 0.160], [-0.983, 0.370, -4.233], [0.816, 0.023, -3.772], [1.854, 1.354, -4.634], [1.333, -1.613, -4.562], [0.995, -0.056, -2.078], [1.566, 1.047, -1.085], [1.275, 0.595, 0.531], [0.246, 1.112, 1.769], [-1.052, 0.160, 1.750], [-1.977, -0.529, 3.021], [-1.827, 0.318, 4.696], [-3.812, -0.384, 2.569], [-1.511, -2.345, 3.317], [-0.226, 2.866, 1.724], [0.728, 3.864, 1.539], [0.343, 5.193, 1.465], [-0.998, 5.534, 1.594], [-1.951, 4.547, 1.796], [-1.565, 3.213, 1.852], [1.099, 1.008, 3.381], [1.751, -0.187, 3.675], [2.368, -0.378, 4.901], [2.352, 0.639, 5.849], [1.719, 1.838, 5.560], [1.090, 2.020, 4.334], [0.875, 2.672, -1.550], [1.605, 3.699, -2.139], [0.968, 4.854, -2.576], [-0.405, 4.987, -2.440], [-1.146, 3.955, -1.875], [-0.509, 2.807, -1.437], [3.373, 1.243, -1.285], [4.074, 0.326, -2.060], [5.461, 0.372, -2.133], [6.160, 1.343, -1.433], [5.468, 2.265, -0.655], [4.086, 2.207, -0.575], [-1.223, 0.066, -5.256], [-1.185, 1.442, -4.145], [-1.672, -0.140, -3.554], [2.178, 1.003, -5.619], [2.753, 1.627, -4.076], [1.271, 2.265, -4.785], [1.236, -1.554, -5.650], [0.735, -2.463, -4.227], [2.382, -1.833, -4.339], [-1.984, 1.399, 4.623], [-0.867, 0.147, 5.185], [-2.611, -0.085, 5.346], [-4.262, 0.449, 3.118], [-4.388, -1.281, 2.816], [-3.942, -0.176, 1.504], [-1.301, -2.507, 4.378], [-0.608, -2.612, 2.758], [-2.297, -3.052, 3.036], [1.775, 3.595, 1.451], [1.087, 5.964, 1.305], [-1.299, 6.573, 1.534], [-2.996, 4.812, 1.900], [-2.302, 2.428, 1.979], [1.768, -0.962, 2.924], [2.868, -1.315, 5.118], [2.836, 0.496, 6.807], [1.707, 2.636, 6.293], [0.585, 2.957, 4.129], [2.677, 3.605, -2.263], [1.550, 5.648, -3.029], [-0.900, 5.888, -2.779], [-2.220, 4.049, -1.774], [-1.088, 1.995, -1.013], [3.518, -0.420, -2.615], [5.994, -0.349, -2.742], [7.241, 1.383, -1.490], [6.009, 3.025, -0.104], [3.557, 2.920, 0.049], [-3.083, -2.644, 0.055], [-1.346, -2.755, -0.465], [-1.501, -3.058, -2.252], [-0.728, -4.359, 0.135], [-1.510, -5.506, 0.227], [-0.952, -6.699, 0.663], [0.395, -6.752, 0.989], [1.182, -5.616, 0.881], [0.626, -4.410, 0.465], [1.603, -2.867, 0.308], [2.840, -3.017, 1.639], [2.625, -3.163, -1.172], [-3.696, -3.413, -0.418], [-3.459, -1.663, -0.235], [-3.155, -2.731, 1.137], [-2.156, -3.909, -2.443], [-0.513, -3.267, -2.656], [-1.893, -2.172, -2.750], [-2.562, -5.471, -0.032], [-1.567, -7.585, 0.748], [0.834, -7.682, 1.329], [2.233, -5.673, 1.138], [3.490, -3.882, 1.499], [2.341, -3.091, 2.606], [3.451, -2.113, 1.626], [3.063, -4.162, -1.179], [3.419, -2.414, -1.186], [2.012, -3.009, -2.061]],
  "atomic_forces_ev_per_a": [[-0.8, -0.1, 0.4], [0.0, 0.0, 0.0], [-0.1, 0.0, 0.0], [0.0, 0.0, 0.0], [0.0, 0.0, 0.0], [0.2, 0.0, -0.1], [-0.1, -0.1, 0.0], [0.1, 0.0, 0.1], [0.0, 0.1, -0.1], [0.2, 0.0, -0.1], [-0.1, 0.0, 0.0], [0.0, 0.0, 0.0], [0.0, 0.0, -0.1], [0.0, 0.0, 0.0], [0.0, 0.0, -0.1], [0.0, 0.0, 0.0], [0.0, 0.0, 0.0], [0.0, 0.0, 0.0], [0.0, 0.0, 0.0], [0.0, 0.0, 0.0], [0.0, 0.0, 0.0], [0.0, 0.0, 0.1], [0.0, 0.0, 0.0], [0.0, 0.0, 0.0], [0.0, 0.0, 0.0], [0.0, 0.0, 0.0], [0.1, 0.0, 0.0], [0.0, 0.1, 0.1], [0.0, 0.0, 0.0], [0.0, 0.0, 0.0], [0.0, 0.0, 0.0], [0.0, 0.0, -0.1], [0.0, -0.1, 0.0], [0.0, 0.1, -0.1], [0.0, 0.0, 0.0], [0.0, 0.0, 0.0], [0.0, 0.0, 0.0], [0.0, 0.0, 0.0], [0.0, 0.0, 0.0], [0.0, 0.0, 0.0], [0.0, 0.0, 0.0], [0.0, 0.0, 0.0], [0.0, 0.0, 0.0], [0.0, 0.0, 0.0], [0.0, 0.0, 0.0], [0.0, 0.0, 0.0], [0.0, 0.0, 0.0], [0.0, 0.0, 0.0], [0.0, 0.0, 0.0], [0.0, 0.0, 0.0], [0.0, 0.0, 0.0], [0.0, 0.0, 0.0], [0.0, 0.0, 0.1], [0.0, 0.0, 0.0], [-0.1, 0.0, 0.0], [0.0, 0.0, 0.0], [0.0, 0.0, 0.0], [0.0, 0.0, 0.0], [0.0, 0.0, 0.0], [0.0, 0.0, 0.0], [0.0, 0.0, 0.0], [0.0, -0.1, -0.1], [0.0, 0.0, 0.0], [0.0, 0.0, 0.0], [0.0, 0.0, 0.0], [0.0, 0.0, 0.0], [0.0, 0.0, 0.0], [0.0, 0.0, 0.0], [0.0, 0.0, 0.0], [0.0, 0.0, 0.0], [0.0, 0.0, 0.1], [0.0, 0.0, 0.0], [0.0, 0.0, 0.0], [0.0, 0.0, 0.0], [0.0, 0.0, 0.0], [0.0, 0.0, 0.0], [0.0, -0.1, 0.0], [0.0, 0.0, 0.1], [0.0, 0.0, 0.0], [-0.1, 0.0, 0.0], [0.0, 0.0, 0.0], [-0.1, 0.0, 0.0], [0.1, 0.0, 0.0], [0.0, 0.0, 0.0], [0.1, 0.0, 0.0], [0.3, 0.2, -0.2], [0.0, 0.1, 0.0], [0.0, 0.0, 0.0], [0.0, 0.0, 0.0], [0.0, 0.0, 0.0], [0.0, 0.0, 0.0], [0.0, 0.0, 0.0], [0.0, 0.0, 0.0], [0.0, 0.0, 0.0], [0.0, 0.0, 0.0], [0.0, 0.0, 0.0], [0.0, 0.0, 0.0], [0.0, 0.0, 0.0], [0.0, 0.0, 0.0], [0.0, 0.0, 0.0], [0.0, 0.0, 0.0], [0.0, 0.0, 0.0], [0.0, 0.0, 0.0], [0.0, 0.0, 0.0]]
}

---

(2)
{
  "formula": "C5H13N2",
  "method": "the ωB97M-V functional and the def2-TZVPD basis",
  "orbital_gap_ev": 9.97,
  "total_charge": 1,
  "symbols": ["C", "C", "C", "H", "H", "H", "H", "H", "H", "C", "C", "N", "N", "H", "H", "H", "H", "H", "H", "H"],
  "positions_angstrom": [[-2.489, 2.247, -0.001], [-1.032, 2.254, 0.299], [-0.474, 1.996, 1.484], [-2.761, 1.568, -0.818], [-3.134, 2.003, 0.845], [-2.884, 3.205, -0.354], [-0.337, 2.461, -0.511], [0.593, 2.110, 1.615], [-1.077, 1.756, 2.353], [1.458, -1.720, -0.979], [0.704, -1.576, 0.105], [-0.643, -0.984, 0.096], [2.747, -2.204, -0.961], [1.083, -1.466, -1.967], [1.095, -1.719, 1.103], [-0.648, -0.085, 0.615], [-0.966, -0.789, -0.859], [-1.314, -1.628, 0.532], [3.210, -2.032, -0.083], [3.321, -1.907, -1.736]],
  "atomic_forces_ev_per_a": [[-0.9, 0.0, -0.3], [0.3, -0.2, 0.2], [-0.2, 0.0, -0.1], [0.2, -0.1, 0.0], [0.3, -0.2, 0.2], [0.5, 0.2, 0.0], [-0.2, 0.2, -0.2], [0.0, -0.1, 0.1], [0.0, 0.1, 0.1], [0.3, 0.0, -0.5], [0.2, 0.3, 0.6], [0.0, -0.5, -0.2], [-0.5, 0.6, 0.1], [-0.1, -0.1, 0.0], [-0.2, -0.1, 0.0], [-0.1, 0.1, -0.1], [0.1, 0.0, 0.2], [0.0, 0.2, -0.1], [0.2, -0.3, 0.1], [0.0, -0.2, -0.1]]
}

---

Computed values of relative energy (zero: lowest compared OMol25 entry of this formula, charge and spin) (unit: kJ/mol) for the preceding records, in sequence: 89.2; 233.8.
Computed values of E (unit: Ha) for the preceding records, in sequence: -3776.6824; -307.5326.